No. 1
Computed, not measured: an isolated molecule of C3H3F3O, with ωB97M-V with the def2-TZVPD basis set.

The geometry in XYZ format:
```
10
Properties=species:S:1:pos:R:3
C 1.25 0.07 0.03
C -0.16 -0.44 -0.18
F -0.45 -0.63 -1.55
F -0.38 -1.68 0.37
C -1.37 0.47 0.40
O -2.17 0.34 1.22
F -1.53 1.50 -0.49
H 1.89 -0.57 -0.64
H 1.57 -0.18 1.12
H 1.37 1.12 -0.28
```

Calculated values
- charge = 0
- LUMO (eV) = 0.73
- HOMO-LUMO gap (eV) = 12.639
- maximum force (Eh/bohr) = 0.0591
- HOMO level (eV) = -11.91
- total energy (hartree) = -490.9500
- multiplicity = 1
- ΔE to the lowest compared entry with this formula, charge and spin (kcal/mol) = 0.4

***

No. 2
Computed, not measured: a cluster of 2 separate species, C26H50ClO6PSi in total, with ωB97M-V with the def2-TZVPD basis set.

The geometry in XYZ format:
```
85
Properties=species:S:1:pos:R:3
C -8.40 -0.31 -6.56
C -8.64 -1.85 -7.07
C -7.55 -2.95 -6.55
C -6.69 -2.54 -5.22
C -7.48 -2.75 -3.80
C -6.53 -3.20 -2.54
C -5.37 -2.11 -2.12
C -5.29 -1.88 -0.48
C -4.46 -0.53 -0.04
C -2.90 -0.78 0.40
C -2.70 -1.31 1.94
C -2.93 -0.17 3.10
C -1.50 0.34 3.82
C -0.98 1.75 3.15
Si 0.82 2.26 3.62
C 2.04 1.60 2.26
C 3.04 0.40 2.82
C 4.16 0.00 1.65
C 5.70 0.48 2.04
O 6.23 0.06 3.20
O 6.57 1.31 1.16
C 6.26 2.74 1.30
C 5.36 3.18 -0.01
C 0.88 4.22 3.62
C 2.42 4.80 3.75
O 3.23 4.95 2.66
Cl 3.15 5.35 5.39
P 1.42 1.66 5.67
O 0.17 1.44 6.65
H -8.93 0.44 -7.33
H -7.24 -0.05 -6.63
H -8.84 -0.08 -5.50
H -8.55 -1.82 -8.26
H -9.77 -2.12 -6.83
H -8.14 -3.98 -6.43
H -6.77 -3.13 -7.43
H -6.22 -1.45 -5.25
H -5.75 -3.27 -5.20
H -8.14 -1.81 -3.48
H -8.27 -3.63 -3.95
H -5.99 -4.22 -2.84
H -7.22 -3.35 -1.58
H -5.41 -1.11 -2.73
H -4.33 -2.63 -2.40
H -4.82 -2.84 0.01
H -6.41 -1.75 -0.09
H -5.01 0.00 0.86
H -4.45 0.28 -0.92
H -2.45 -1.61 -0.31
H -2.25 0.19 0.23
H -3.36 -2.25 2.17
H -1.56 -1.65 2.03
H -3.53 -0.69 3.98
H -3.60 0.74 2.76
H -0.73 -0.55 3.72
H -1.65 0.51 4.98
H -1.14 1.65 1.98
H -1.74 2.59 3.50
H 2.74 2.49 1.90
H 1.39 1.23 1.34
H 2.38 -0.56 2.99
H 3.56 0.70 3.84
H 4.17 -1.18 1.52
H 3.88 0.44 0.58
H 5.60 2.87 2.25
H 7.22 3.40 1.44
H 6.00 2.96 -0.97
H 5.03 4.32 0.01
H 4.41 2.46 -0.04
H 0.32 4.69 2.70
H 0.32 4.57 4.61
H 2.26 0.48 5.69
H 2.23 2.77 6.20
O 8.71 0.46 -2.41
C 9.37 -0.23 -1.65
C 9.36 -0.12 -0.16
C 10.60 -0.90 0.22
C 10.71 -1.90 -0.90
O 10.19 -1.24 -2.05
H 8.45 -0.59 0.23
H 9.43 0.92 0.17
H 10.54 -1.36 1.21
H 11.47 -0.23 0.21
H 10.12 -2.80 -0.71
H 11.75 -2.20 -1.08
```

Calculated values
- charge = 0
- LUMO (eV) = -0.59
- HOMO-LUMO gap (eV) = 9.108
- maximum force (Eh/bohr) = 0.1818
- HOMO level (eV) = -9.70
- total energy (hartree) = -2562.7563
- multiplicity = 1

***

No. 3
Computed, not measured: a cluster of 2 separate species, CNO3P in total, with ωB97M-V with the def2-TZVPD basis set.

The geometry in XYZ format:
```
6
Properties=species:S:1:pos:R:3
C -2.80 -0.11 -0.43
N -3.86 0.11 0.08
O 2.05 1.35 0.56
O 1.84 -1.19 0.96
O 1.18 -0.19 -1.31
P 1.60 0.03 0.15
```

Calculated values
- charge = -2
- LUMO (eV) = 6.73
- HOMO-LUMO gap (eV) = 7.918
- maximum force (Eh/bohr) = 0.1027
- HOMO level (eV) = -1.18
- total energy (hartree) = -660.0077
- multiplicity = 1
- ΔE to the lowest compared entry with this formula, charge and spin (kcal/mol) = 5.3

***

No. 4
Computed, not measured: a structure of composition C45H36F5Ge2N3O7PSSr, with ωB97M-V with the def2-TZVPD basis set.

The geometry in XYZ format:
```
101
Properties=species:S:1:pos:R:3
Sr -0.26 0.49 -0.40
O -3.29 0.00 6.73
N -3.53 -0.47 5.63
O -4.52 -1.13 5.37
C -2.58 -0.25 4.58
C -2.84 -0.78 3.33
C -1.90 -0.65 2.31
C -0.65 0.05 2.53
O 0.19 0.16 1.61
C -0.46 0.59 3.84
C -1.41 0.45 4.85
N 0.73 1.31 4.14
O 1.45 1.68 3.22
O 0.98 1.53 5.31
N -2.21 -1.17 1.11
O -3.35 -1.65 0.86
O -1.31 -1.38 0.14
H -3.76 -1.31 3.13
H -1.24 0.89 5.82
C -5.29 -0.69 -1.26
Ge -4.12 -1.91 -2.31
C -3.21 -0.81 -3.71
C -5.13 -3.44 -3.10
Ge -2.22 -2.90 -0.94
C -0.56 -3.29 -2.06
C -0.77 -3.84 -3.32
C 0.30 -4.19 -4.13
C 1.60 -3.99 -3.70
C 1.82 -3.44 -2.45
C 0.75 -3.10 -1.64
C -2.33 -4.31 0.47
C -1.16 -4.88 0.97
C -1.22 -5.82 1.98
C -2.44 -6.22 2.49
C -3.61 -5.67 1.99
C -3.56 -4.72 0.99
H -6.17 -0.46 -1.86
H -4.77 0.24 -1.05
H -5.60 -1.13 -0.32
H -3.93 -0.14 -4.17
H -2.77 -1.43 -4.48
H -2.43 -0.21 -3.26
H -5.98 -3.07 -3.67
H -5.51 -4.09 -2.31
H -4.50 -4.02 -3.76
H -1.78 -4.02 -3.67
H 0.12 -4.61 -5.11
H 2.43 -4.25 -4.33
H 2.83 -3.28 -2.11
H 0.94 -2.70 -0.65
H -0.20 -4.58 0.56
H -0.31 -6.25 2.38
H -2.48 -6.97 3.27
H -4.57 -5.98 2.39
H -4.47 -4.27 0.62
F -3.93 5.92 -3.54
C -3.32 5.19 -2.59
C -3.18 5.69 -1.30
F -3.64 6.91 -1.02
C -2.56 4.93 -0.32
F -2.44 5.45 0.91
C -2.05 3.64 -0.57
S -1.37 2.72 0.68
C -2.18 3.20 -1.90
F -1.66 1.98 -2.24
C -2.81 3.93 -2.89
F -2.91 3.43 -4.13
C 6.63 -0.69 -2.78
C 6.03 0.54 -2.98
C 4.82 0.84 -2.37
C 4.21 -0.11 -1.56
C 4.82 -1.34 -1.36
C 6.02 -1.63 -1.96
P 2.62 0.15 -0.68
C 2.38 1.96 -0.75
C 2.49 2.81 0.35
C 2.13 4.14 0.23
C 1.65 4.63 -0.98
C 1.54 3.79 -2.08
C 1.90 2.46 -1.96
C 3.21 -0.22 1.00
C 2.52 -1.18 1.74
C 2.91 -1.47 3.04
C 4.00 -0.83 3.59
C 4.72 0.09 2.84
C 4.33 0.39 1.55
H 7.57 -0.91 -3.26
H 6.51 1.28 -3.60
H 4.36 1.80 -2.53
H 4.34 -2.07 -0.71
H 6.49 -2.59 -1.80
H 2.82 2.43 1.30
H 2.20 4.79 1.08
H 1.35 5.66 -1.06
H 1.18 4.17 -3.02
H 1.81 1.79 -2.82
H 1.67 -1.69 1.31
H 2.35 -2.20 3.61
H 4.29 -1.03 4.61
H 5.58 0.58 3.27
H 4.89 1.11 0.96
```

Calculated values
- charge = 0
- LUMO (spin up / spin down) (eV) = -0.15 / -1.01
- <S²> = 0.78
- HOMO-LUMO gap (spin up / spin down) (eV) = 7.366 / 6.545
- maximum force (Eh/bohr) = 0.0898
- HOMO level (spin up / spin down) (eV) = -7.51 / -7.56
- total energy (hartree) = -7850.5433
- multiplicity = 2
- ΔE to the lowest compared entry with this formula, charge and spin (kcal/mol) = 11.8

***

Question: What is the charge in the third record?
Answer: -2